Molecular formula: C10H15N5
Method: DFT, ωB97M-V/def2-TZVPD

Values from the calculation:
HOMO (alpha / beta) (eV): -7.96 / -7.97

Each line ends with the Löwdin charge.
Atoms and positions in Å:
C1 1.123523 1.981551 -0.473362  -0.21
C2 3.891160 -0.705833 0.340125  -0.04
C3 3.222281 -1.666094 -0.504690  -0.13
C4 2.980429 0.291241 0.472664  -0.06
C5 -2.809187 -0.491664 0.452807  -0.19
C6 -1.652480 -1.479953 0.222250  -0.14
C7 -2.496053 0.948076 0.100035  -0.18
C8 -0.837934 -1.121804 -1.027955  -0.18
C9 -1.560653 1.093514 -1.104870  -0.13
C10 0.687296 0.652503 -0.349799  -0.25
N1 1.450752 3.093532 -0.469913  0.20
N2 1.984041 -1.314929 -0.778613  0.09
N3 1.849781 -0.114149 -0.200003  -0.08
N4 -0.429641 0.226218 -0.911500  -0.06
N5 0.122863 1.274084 1.697472  0.01
H1 4.877370 -0.951749 0.901962  0.14
H2 3.542494 -2.674075 -0.635763  0.09
H3 2.819097 1.025606 1.175980  0.09
H4 -3.540483 -0.850888 -0.184745  0.08
H5 -3.084377 -0.468050 1.553785  0.14
H6 -0.870556 -1.438281 1.030922  0.12
H7 -1.938273 -2.517897 0.182261  0.10
H8 -3.555334 1.264080 -0.110603  0.13
H9 -2.072057 1.497491 0.914434  0.07
H10 -0.065716 -1.875524 -1.254762  0.11
H11 -1.275681 -1.138132 -1.985329  0.11
H12 -1.970379 0.734422 -2.029748  0.12
H13 -1.485864 2.105959 -1.269161  0.10
H14 0.481983 0.525771 2.310448  -0.01
H15 0.611611 2.094961 1.935657  -0.05

Atoms 1-2, force components in eV/Å:
C -0.3783 3.4874 -0.0705
C 1.3710 -1.5709 0.3057

---

Molecular formula: C10H15N6S2Ti
Method: DFT, ωB97M-V/def2-TZVPD

Values from the calculation:
Charge: +3
HOMO (eV): -19.62

Each line ends with the Löwdin charge.
Atoms and positions in Å:
Ti1 7.044566 -11.595834 4.575169  0.69
C1 7.819769 -9.240873 7.824598  0.07
C2 7.286255 -9.581990 6.468134  -0.16
N1 6.485124 -10.535074 6.090789  -0.11
N2 6.341806 -11.718417 6.762400  0.02
C3 5.470807 -12.624385 6.208556  -0.72
N3 5.237085 -13.661473 6.941175  0.20
S1 5.062364 -12.547369 4.458662  0.82
C4 7.600184 -8.774867 5.289093  -0.18
C5 7.953820 -7.431069 5.293141  0.09
C6 8.139659 -6.826773 4.057581  0.02
C7 8.031343 -7.525151 2.906851  0.02
C8 7.746685 -8.885938 2.971341  -0.07
N4 7.539971 -9.515368 4.125237  0.00
H1 7.358541 -9.870047 8.627903  0.13
H2 7.736028 -8.231785 8.036610  0.08
H3 8.899182 -9.501431 7.760932  0.15
H4 5.573294 -13.701067 7.895972  0.16
H5 4.639596 -14.422660 6.611136  0.16
H6 8.083549 -7.044720 6.328030  0.16
H7 8.540510 -5.804355 4.096768  0.16
H8 8.283998 -7.070652 1.915949  0.17
H9 7.607090 -9.472413 2.053170  0.14
C9 9.421604 -15.661729 3.280293  0.02
N5 9.047453 -14.348248 2.672124  0.05
C10 8.741985 -13.279297 3.356765  -0.70
N6 8.214659 -12.094708 2.699871  0.04
S2 8.863728 -13.070265 5.080626  0.84
H10 8.876948 -15.751781 4.237297  0.09
H11 10.498078 -15.725049 3.395898  0.12
H12 9.066212 -16.460876 2.645015  0.11
H13 8.812384 -14.354461 1.664651  0.20
H14 8.922080 -11.379715 2.649611  0.12
H15 7.851002 -12.244463 1.814947  0.11

Atoms 1-2, force components in eV/Å:
Ti 1.0017 1.1660 0.5396
C -0.1386 -3.6145 -0.3238

---

Molecular formula: C10H15NO2
Method: DFT, ωB97M-V/def2-TZVPD

Values from the calculation:
HOMO (eV): -8.13

Each line ends with the Löwdin charge.
Atoms and positions in Å:
C1 -0.039849 -3.901730 -2.501631  -0.07
C2 -0.307804 -2.593355 -1.790158  -0.30
C3 -0.038280 -1.432859 -2.471150  -0.05
C4 -0.473679 -0.166013 -1.990632  -0.01
C5 -1.204054 -0.187458 -0.841423  -0.32
O1 -1.704136 0.896775 -0.093940  -0.05
C6 -1.701648 -1.365060 -0.221758  -0.01
C7 -1.091700 -2.562575 -0.618656  -0.04
H1 -0.722657 -4.770314 -2.050047  0.11
H2 0.955481 -4.257802 -2.247353  0.06
H3 -0.258578 -3.808467 -3.582380  0.08
H4 0.533603 -1.381949 -3.368873  0.10
H5 -0.271804 0.757950 -2.467387  0.11
H6 -1.103870 1.019066 0.695646  0.06
H7 -2.440047 -1.352157 0.540009  0.10
H8 -1.572562 -3.405644 -0.085866  0.11
C8 -0.434080 2.785678 2.517030  -0.08
C9 0.874754 3.038614 1.699668  -0.14
C10 1.354082 1.718419 1.244474  -0.48
N1 2.769763 1.544435 1.535634  0.15
O2 0.737840 0.803833 0.761184  0.07
H9 -1.313805 2.351861 2.082251  0.06
H10 -0.737871 3.692939 3.058282  0.08
H11 -0.279561 2.184563 3.425215  0.09
H12 0.635603 3.690184 0.875048  0.12
H13 1.492956 3.688045 2.341206  0.12
H14 3.296710 0.717850 1.414309  0.08
H15 3.045191 2.295172 2.141300  0.07

Atoms 1-2, force components in eV/Å:
C -1.3400 -1.8852 1.4761
C -0.7891 -1.0113 -0.2703

---

Molecular formula: C10H15NO2
Method: DFT, ωB97M-V/def2-TZVPD

Values from the calculation:
HOMO (eV): -8.67

Each line ends with the Löwdin charge.
Atoms and positions in Å:
C1 0.633547 2.443365 0.139182  -0.06
C2 -0.635912 1.710639 0.599014  -0.28
C3 -0.424446 0.460165 1.085533  -0.08
C4 -1.601031 -0.309690 1.194757  -0.03
C5 -2.867625 0.220336 1.012189  -0.35
O1 -3.943743 -0.647875 0.967743  0.00
C6 -3.011134 1.606653 0.741846  -0.03
C7 -1.910829 2.288399 0.307059  -0.05
H1 0.764024 2.118457 -0.985581  0.12
H2 1.653744 2.243224 0.464170  0.07
H3 0.522042 3.485015 0.049459  0.04
H4 0.472405 -0.024275 1.522483  0.10
H5 -1.582688 -1.400294 1.592520  0.15
H6 -4.520047 -0.384784 1.738155  0.13
H7 -4.069837 2.128182 0.700572  0.15
H8 -1.892267 3.244794 -0.238951  0.12
C8 2.129890 -3.100688 -1.707432  -0.11
C9 1.611285 -1.614533 -1.660457  -0.19
C10 2.680826 -0.896465 -0.954980  -0.58
N1 2.677078 -0.931812 0.436676  0.12
O2 3.466287 -0.188295 -1.618783  0.01
H9 3.195338 -3.246995 -1.914046  0.06
H10 1.581290 -3.553949 -2.767062  0.13
H11 1.905367 -3.802757 -0.819285  0.08
H12 1.481614 -1.246610 -2.708226  0.13
H13 0.631681 -1.590580 -1.156284  0.11
H14 3.404051 -0.388249 1.002214  0.14
H15 1.905955 -1.218220 1.131181  0.11

Atoms 1-2, force components in eV/Å:
C -0.1549 -1.3107 -3.3689
C 2.4522 1.8685 -1.1267

---

Molecular formula: C10H15NO2P
Method: DFT, ωB97M-V/def2-TZVPD

Values from the calculation:
Spin multiplicity: 3
Charge: +1
HOMO (alpha / beta) (eV): -11.38 / -13.65

Each line ends with the Löwdin charge.
Atoms and positions in Å:
C1 2.227708 1.966537 -0.326950  0.13
C2 4.569464 -0.409168 0.998697  -0.16
C3 0.164272 0.212240 0.801592  0.00
C4 -0.738209 -0.841277 1.034004  0.01
C5 1.481407 -0.128345 0.529132  -0.31
C6 3.729394 0.055505 -0.182790  -0.38
C7 -4.219206 -0.448370 -0.427354  -0.10
C8 -2.022892 0.489778 -1.463639  -0.07
C9 -2.220561 -0.603838 1.046052  -0.15
C10 -2.650709 -0.573897 -0.484441  -0.37
N1 2.430201 0.727875 -0.012408  -0.06
O1 2.078184 -1.248336 0.880993  -0.27
O2 4.397598 0.778567 -1.691094  -0.02
P1 3.510966 -1.804379 0.125094  1.22
H1 3.060887 2.428584 -0.852497  0.10
H2 1.429159 2.484309 0.054973  0.08
H3 4.651196 0.081624 1.926372  0.08
H4 5.591432 -0.765130 0.650981  0.11
H5 -0.264665 1.153740 0.721838  0.10
H6 -0.177623 -1.817623 1.131213  0.14
H7 -4.736750 -1.403722 -0.267379  0.07
H8 -4.805483 0.306739 0.184278  0.10
H9 -4.433564 -0.307001 -1.548144  0.09
H10 -2.557376 0.492134 -2.416844  0.08
H11 -2.116566 1.534609 -0.983500  0.11
H12 -0.995620 0.329687 -1.677875  0.04
H13 -2.274597 0.388003 1.466471  0.12
H14 -2.681003 -1.419146 1.657244  0.14
H15 -2.427031 -1.659711 -0.874007  0.16

Atoms 1-2, force components in eV/Å:
C 2.5555 1.4799 -1.4895
C 0.7278 -1.2053 -4.0600

---

Molecular formula: C10H15NO2S
Method: DFT, ωB97M-V/def2-TZVPD

Values from the calculation:
HOMO (eV): -9.21

Each line ends with the Löwdin charge.
Atoms and positions in Å:
C1 0.602977 1.605829 0.472122  -0.08
C2 -1.497490 1.719951 -0.755471  -0.27
C3 -2.198656 0.818664 -1.711444  -0.31
C4 -1.128797 0.266971 1.142631  -0.23
C5 -0.706572 -1.174141 1.146060  -0.11
C6 0.631589 -1.364312 1.673886  -0.33
C7 1.779692 -1.448335 0.635412  -0.26
C8 1.546669 -1.568214 -0.832394  -0.13
C9 2.727652 -1.716933 -1.382839  -0.43
C10 3.024299 -1.830600 1.023847  -0.42
H1 1.111253 2.196384 -0.384749  0.12
H2 0.443059 2.201458 1.350221  0.07
H3 1.424226 0.838913 0.750234  0.10
H4 -0.936224 2.451792 -1.452181  0.15
H5 -2.219722 2.472707 -0.178162  0.14
H6 -2.475127 -0.134894 -1.130409  0.12
H7 -1.434400 0.553721 -2.510079  0.14
H8 -3.462127 2.419499 -1.350313  0.26
H9 -2.169634 0.277985 1.112171  0.10
H10 -0.774664 0.884916 2.022080  0.14
H11 -1.499032 -1.730477 1.804033  0.17
H12 -0.782467 -1.329350 0.015731  0.12
H13 0.643390 -1.321786 -1.342333  0.09
H14 2.952910 -2.174468 -2.439664  0.11
H15 3.384322 -1.783849 2.026795  0.09
N1 -0.576248 0.882078 -0.028733  -0.23
O1 -3.366303 1.485161 -2.306081  -0.18
O2 0.968981 -1.461648 2.899675  0.03
S1 3.986445 -2.037021 -0.270047  1.03

Atoms 1-2, force components in eV/Å:
C 3.0440 -0.9136 -2.5193
C 0.8458 2.3511 -1.1563

---

Number 1: E -18058.81381 eV. Number 2: E -64312.83263 eV. Number 3: E -16197.21161 eV. Number 4: E -16196.32930 eV. Number 5: E -25472.40257 eV. Number 6: E -27028.62181 eV.